DFT (ωB97M-V/def2-TZVPD) results for a molecular structure, C3H7NO2.

Last column: Mulliken charge in e.
Cartesian coordinates (Å):
C 1.92500 -0.48111 -0.34959  -0.4864
C 1.40007 0.96596 -0.18380  -0.4157
C 0.64433 -0.78628 0.34894  0.0398
N 0.20555 0.40994 0.47492  -0.5302
O -3.66259 0.37852 0.46747  -0.3531
O -2.66070 -0.17967 -0.36454  -0.3626
H 1.99290 -0.83909 -1.37432  0.2278
H 2.83810 -0.72441 0.18840  0.2607
H 1.97879 1.60364 0.48285  0.2482
H 1.16209 1.50021 -1.10117  0.2606
H 0.17017 -1.69774 0.67082  0.3669
H -1.84357 0.24827 -0.03512  0.4220
H -4.15015 -0.39824 0.77515  0.3221

lowest unoccupied orbital energy: 1.01 eV
gap between HOMO and LUMO: 10.73 eV
calculated total energy: -323.58497 Eh
HOMO: -9.72 eV
ΔE to the lowest compared entry with this formula, charge and spin: 514.6 kJ/mol